17
Properties=species:S:1:pos:R:3:forces:R:3:mulliken_charge:R:1 method="wB97M-V/def2-TZVPD" total_charge=0 homo_ev=-8.8 e_lumo_ev=0.586
H 1.6015 1.3874 1.6338 0.014 -0.170 -0.356 0.221
N 1.4095 1.4363 0.6312 -0.106 -0.843 -0.754 -0.718
C 1.4535 0.2810 0.0895 -0.161 0.874 -0.093 0.897
C 1.7375 -1.0022 0.7936 0.229 -0.355 0.098 -1.209
O 1.1769 0.1753 -1.2580 0.248 0.386 0.477 -0.521
H 2.1141 -1.7568 0.0996 0.001 -0.040 0.142 0.366
H 0.8171 -1.3768 1.2478 0.070 -0.023 -0.043 0.276
H 2.4824 -0.8387 1.5770 -0.157 -0.091 -0.095 0.377
H 1.2868 -0.7222 -1.6143 -0.003 0.312 0.550 0.312
C -1.9543 1.2613 -0.3182 0.016 0.662 -0.245 -1.039
C -1.8133 -0.2044 -0.0819 0.384 0.123 0.062 -0.510
C -1.3023 -1.0457 -0.9419 -0.553 -1.702 0.007 0.705
O -0.9717 -1.9407 -1.6341 0.112 1.245 0.450 -0.446
H -1.1970 1.6363 -1.0126 -0.097 -0.055 0.122 0.320
H -2.9410 1.4838 -0.7338 0.047 0.133 0.104 0.325
H -1.8297 1.8088 0.6217 -0.042 -0.091 -0.223 0.294
H -2.0700 -0.5826 0.9006 -0.003 -0.366 -0.201 0.350

***

17
Properties=species:S:1:pos:R:3:forces:R:3:mulliken_charge:R:1 method="wB97M-V/def2-TZVPD" total_charge=0 homo_ev=-7.7 e_lumo_ev=0.754
C -1.8728 0.6280 -0.7875 0.126 -0.467 0.023 -1.162
C -1.4518 0.5343 0.6460 0.120 0.790 0.657 -0.609
C -0.2069 0.4192 1.1542 -0.671 -0.355 -0.114 -0.137
C 0.9071 -0.0983 0.4076 -0.041 0.079 -0.791 0.749
N 2.2186 0.4797 0.5111 -0.063 0.313 -0.261 -0.603
C 0.7549 -1.0937 -0.5124 1.479 -0.428 0.856 -0.096
O -0.1394 -2.1038 -0.4656 -0.323 0.438 -0.974 -0.511
O 1.7519 -1.3908 -1.3795 -0.555 -0.225 0.208 -0.562
H -2.5533 -0.1836 -1.0558 -0.041 -0.041 -0.200 0.326
H -2.4214 1.5585 -0.9469 -0.025 -0.033 0.064 0.357
H -1.0200 0.6100 -1.4630 0.020 -0.055 -0.070 0.303
H -2.2505 0.7708 1.3425 0.062 0.155 0.103 0.372
H -0.0097 0.7108 2.1824 -0.213 -0.226 0.147 0.345
H 2.1802 1.4921 0.5471 0.100 -0.098 0.038 0.251
H 2.7106 0.1437 1.3342 -0.054 0.035 -0.141 0.226
H -1.0197 -1.7823 -0.2399 0.161 0.113 0.248 0.363
H 2.4222 -0.6946 -1.2745 -0.083 0.005 0.208 0.387

***

17
Properties=species:S:1:pos:R:3:forces:R:3:mulliken_charge:R:1 method="wB97M-V/def2-TZVPD" total_charge=0 homo_ev=-8.9 e_lumo_ev=-3.324
O 0.8065 -1.7974 0.8122 0.023 0.514 -0.902 -0.704
C 0.1659 -0.9530 0.1577 2.308 -2.137 2.079 1.317
N 0.3090 1.1613 2.2287 1.135 -0.459 -1.471 -0.720
C -0.1498 0.5052 1.0822 -0.545 6.116 1.819 0.017
C 0.8042 0.3542 -0.3141 -0.925 -0.104 -4.993 -0.688
C -0.0616 1.5446 -0.1555 -1.734 -2.936 2.072 -0.430
O -0.3526 0.5856 -2.5760 0.367 0.381 0.681 -0.758
C -1.0879 -1.3164 -0.5475 -1.690 1.072 0.169 -1.055
H -0.4560 0.0973 -3.4045 0.308 -0.111 0.106 0.173
H -0.5096 -0.0267 2.0321 -0.744 -0.534 0.288 0.452
H 1.1626 0.7878 2.6481 -0.530 -0.994 0.564 0.293
H 0.4619 2.4288 0.1390 -0.203 0.505 0.305 0.348
H 1.3479 0.2980 -1.2598 1.456 -0.176 0.291 0.520
H -0.8627 1.5937 -0.9255 0.717 -0.032 -0.172 0.202
H -1.2038 -0.6289 -1.3824 -0.145 -0.638 -0.546 0.336
H -1.0817 -2.3781 -0.7228 0.286 -0.248 -0.387 0.391
H -1.9258 -1.1078 0.1179 -0.083 -0.221 0.096 0.307

***

17
Properties=species:S:1:pos:R:3:forces:R:3:mulliken_charge:R:1 method="wB97M-V/def2-TZVPD" total_charge=0 homo_ev=-9.6 smiles="NC(=O)C1(O)CCC1" e_lumo_ev=0.786
N -1.0291 -2.4021 0.3682 -0.285 -1.369 0.810 -0.422
C -0.6899 -1.2108 0.8961 0.015 0.023 -0.083 0.113
O -0.9592 -1.0506 2.0730 1.022 1.517 0.080 -0.651
C -0.0162 -0.2243 -0.1192 0.299 -0.100 1.379 1.145
O 0.0828 -0.9234 -1.3550 -1.725 -0.718 1.429 -0.592
C 1.3489 0.4756 0.1636 0.113 -0.511 0.785 -0.963
C 0.8116 1.8329 -0.2773 -1.289 -1.020 -0.570 -0.623
C -0.6060 1.1919 -0.0787 0.040 0.610 -0.150 -0.838
H -1.4509 -2.9949 1.1001 0.089 0.486 -0.953 0.278
H -1.4187 -2.4242 -0.5406 0.064 -0.310 -0.948 0.229
H 0.5506 -0.3887 -1.9474 1.050 1.227 -1.493 0.357
H 1.5804 0.5738 1.2250 0.336 -0.682 -0.086 0.276
H 2.0737 -0.0265 -0.4647 0.801 0.167 0.391 0.424
H 1.0278 2.7245 0.2522 0.372 0.560 0.942 0.352
H 1.0239 2.0675 -1.3131 -0.146 -0.130 -0.390 0.250
H -1.0810 1.3593 0.9100 0.376 0.086 -0.643 0.315
H -1.2487 1.4200 -0.8920 -1.132 0.164 -0.500 0.351

***

17
Properties=species:S:1:pos:R:3:forces:R:3:mulliken_charge:R:1 method="wB97M-V/def2-TZVPD" total_charge=0 homo_ev=-9.1 e_lumo_ev=-4.488
O -2.4822 0.7912 -0.0404 2.423 -2.753 -1.429 -0.536
C -1.5660 -0.0886 0.0235 -3.786 3.669 0.694 0.680
N -1.0854 -0.9748 -0.8654 2.644 0.920 0.366 -0.216
C 0.3593 -0.8912 -0.9491 -0.693 -1.399 -2.111 -0.621
C 1.1133 0.3660 -1.5886 1.200 1.107 3.772 -0.029
C 1.9858 0.9584 -0.7184 -2.331 -1.935 -1.231 -0.612
O 1.9325 -0.1083 1.7395 -1.364 -0.348 -0.383 -0.793
C -1.0530 -0.1078 1.4830 0.714 -0.713 0.579 -0.545
H 2.7429 -0.0269 2.2338 0.693 0.001 0.184 0.203
H 0.7752 -1.0250 0.0613 0.235 0.419 0.513 0.401
H 0.7461 -1.7501 -1.5194 -0.541 0.032 0.163 0.352
H 2.0366 0.5759 0.3818 0.096 0.474 -0.639 0.219
H 0.9054 0.7556 -2.5732 -0.410 -0.422 -0.137 0.400
H 2.6524 1.7072 -1.0237 0.920 0.991 -0.527 0.341
H -1.1911 -1.0660 1.9900 0.298 -0.120 -0.337 0.302
H 0.0315 0.1730 1.4776 -0.526 -0.117 0.234 0.169
H -1.7404 0.5949 1.9355 0.428 0.195 0.289 0.286

***

17
Properties=species:S:1:pos:R:3:forces:R:3:mulliken_charge:R:1 method="wB97M-V/def2-TZVPD" total_charge=0 homo_ev=-7.5 smiles="C=C(O)/C(N)=C(/C)O" e_lumo_ev=0.752
C -1.5389 1.1572 1.3601 0.442 -0.411 -0.619 -1.019
C -1.0238 0.6688 0.1896 0.647 4.302 0.177 0.651
O -1.6540 1.0584 -0.9991 0.267 -0.138 0.289 -0.515
C 0.4723 0.4308 -0.1609 -2.235 -1.327 -1.412 0.334
N 1.1006 1.3419 -0.9772 0.255 0.930 0.211 -0.553
C 0.7037 -0.8567 0.0194 -3.259 -0.752 1.866 0.221
C 1.7659 -1.8707 -0.0244 -0.010 -0.160 -0.047 -1.174
O -0.7275 -1.2319 0.7341 3.021 -1.870 -0.329 -0.548
H -1.2413 0.7362 2.3095 0.253 0.291 -0.065 0.281
H -2.2106 2.0078 1.3499 -0.370 -0.338 -0.088 0.272
H -2.4740 1.5137 -0.7544 0.063 -0.259 0.010 0.351
H 0.4289 2.0125 -1.3442 0.389 -0.182 0.097 0.281
H 1.6761 0.9490 -1.7101 -0.120 0.032 0.190 0.220
H 1.4780 -2.7268 -0.6418 0.016 0.064 0.080 0.300
H 2.0016 -2.2347 0.9807 0.002 0.024 -0.122 0.287
H 2.6733 -1.4362 -0.4595 -0.138 0.008 0.108 0.309
H -1.4302 -1.5193 0.1283 0.776 -0.214 -0.345 0.302

***

19
Properties=species:S:1:pos:R:3:forces:R:3:mulliken_charge:R:1 method="wB97M-V/def2-TZVPD" total_charge=0 homo_ev=-9.1 e_lumo_ev=-0.480
C 0.4877 0.8671 1.1337 -3.524 -0.182 1.460 -0.825
C 1.4711 0.3259 0.4978 -0.458 -0.792 0.122 1.174
C -0.3023 -1.6855 0.6580 0.513 -0.176 2.093 -0.578
C 2.8057 0.9558 0.4107 -0.624 -0.021 0.703 -1.411
C -1.5515 -0.0646 -1.7704 0.065 0.198 -2.384 -1.031
N -1.1480 -0.5829 0.9082 2.395 3.148 0.634 -0.453
O -2.0427 1.5643 0.2345 -0.727 -0.525 -0.596 -0.641
O -3.5118 -0.4876 -0.0970 2.562 1.051 -0.100 -0.623
S 1.3206 -1.2772 -0.0982 0.058 -1.105 -1.733 -0.126
S -2.1918 0.1765 -0.1441 -1.094 -0.326 0.567 1.156
H 0.2402 1.7118 1.8461 0.074 -1.366 -1.399 0.341
H 0.0987 -2.0556 1.6541 -1.076 0.276 -0.911 0.338
H -0.8971 -2.4707 0.2177 0.442 -0.544 -0.757 0.462
H 2.7393 1.8471 0.9800 0.308 1.248 0.043 0.386
H 3.1580 1.0678 -0.5751 0.214 0.470 -1.250 0.351
H 3.4910 0.3433 0.9166 1.078 -1.003 0.695 0.368
H -0.6250 0.4054 -2.0453 1.286 -0.098 1.336 0.349
H -1.5258 -1.1020 -2.1032 -0.026 -0.113 0.540 0.372
H -2.0165 0.4610 -2.6240 -1.466 -0.142 0.936 0.389

***

18
Properties=species:S:1:pos:R:3:forces:R:3:mulliken_charge:R:1 method="wB97M-V/def2-TZVPD" total_charge=0 homo_ev="-7.6 / -7.4" e_lumo_ev="0.089 / 0.207"
C 2.2812 -0.7260 1.4496 1.972 -1.731 3.032 0.221
C 0.9206 0.4883 0.0618 -1.416 1.389 -1.376 0.177
C -1.3190 -0.8909 -1.9073 0.143 0.563 0.650 -1.043
C 1.6612 1.7701 -0.0300 0.023 -0.361 -0.046 -1.156
C -2.1135 -0.2509 1.0871 0.598 0.089 -0.572 -1.017
N 1.4796 -0.7034 0.4159 -0.516 0.971 -1.747 0.187
O 0.4420 -1.6161 0.3186 -0.792 -0.800 0.162 -0.439
O 3.3577 -0.2922 1.6953 -0.169 0.486 -0.344 -0.391
Si -0.7064 -0.3858 -0.1833 0.178 -0.839 0.181 0.479
H -0.5781 -0.7056 -2.6790 0.178 0.057 0.000 0.314
H -1.5293 -1.9571 -1.9072 -0.042 -0.180 0.151 0.352
H -2.2299 -0.3709 -2.1805 -0.239 0.102 -0.085 0.330
H 1.9301 2.1576 0.9557 0.063 0.069 0.100 0.317
H 2.5842 1.6506 -0.5990 0.057 0.088 -0.006 0.332
H 1.0351 2.5047 -0.5305 0.012 0.078 0.019 0.363
H -1.7315 -0.1061 2.0934 0.173 0.039 0.059 0.307
H -2.7634 0.5856 0.8489 -0.154 0.171 -0.054 0.336
H -2.7205 -1.1515 1.0906 -0.070 -0.189 -0.122 0.330

***

18
Properties=species:S:1:pos:R:3:forces:R:3:mulliken_charge:R:1 method="wB97M-V/def2-TZVPD" s2=2.008 total_charge=0 homo_ev="-6.5 / -10.2" multiplicity=3 e_lumo_ev="-0.151 / -2.929"
C 1.7880 0.7913 1.1701 0.142 -1.250 1.438 -0.507
C 0.7363 1.0124 0.1875 -1.597 -0.794 -1.968 -0.122
C -1.6176 0.0547 0.2922 -0.013 -2.536 -3.020 -1.299
C 0.2018 -0.9804 -1.4143 1.887 3.153 1.364 -1.297
C -0.3120 0.1126 -0.4869 2.892 -2.701 4.376 0.764
N -0.7161 1.7023 -1.8132 -2.193 4.465 -3.681 0.715
O -1.0793 2.7388 -1.3114 0.314 -0.883 0.266 -0.413
O -0.5180 1.4959 -2.9743 0.454 -0.588 0.528 -0.431
O 2.1038 0.8941 -0.1851 0.531 0.747 -0.639 -0.488
H 1.9278 1.6099 1.8642 0.627 0.415 -0.205 0.272
H 2.1190 -0.1757 1.5964 -0.868 0.379 -0.218 0.261
H 0.3917 2.0297 0.0345 0.384 0.334 1.062 0.495
H -1.8445 -0.9828 0.6957 0.369 1.076 -0.385 0.323
H -2.4839 0.3023 -0.3712 0.335 -0.060 0.424 0.300
H -1.5606 0.7384 1.0533 -0.160 1.644 2.001 0.386
H -0.2649 -0.7638 -2.3163 -0.627 -0.565 -2.114 0.391
H 1.3322 -1.0045 -1.5026 -1.415 0.361 0.020 0.268
H -0.0961 -1.8308 -0.9528 -1.065 -3.196 0.752 0.384

***

19
Properties=species:S:1:pos:R:3:forces:R:3:mulliken_charge:R:1 method="wB97M-V/def2-TZVPD" total_charge=0 homo_ev=-9.0 smiles="O=C(O)CC(=O)NCCS" e_lumo_ev=0.363
O 1.8340 1.0265 1.6373 -0.366 0.293 0.027 -0.605
C 1.2888 1.9989 1.1729 1.211 -0.749 0.003 0.790
O 1.6900 3.2193 1.5715 -1.008 0.544 -0.730 -0.478
C 0.2764 1.9675 0.0520 0.193 1.412 0.197 -0.504
C -0.6150 0.7311 -0.0292 -0.002 -1.116 -1.235 0.387
O -1.6190 0.8307 -0.7077 -0.502 0.013 0.221 -0.639
N -0.1703 -0.4588 0.4795 0.915 1.309 0.405 0.017
C -0.7790 -1.7513 0.3176 -0.150 -0.422 -0.456 -0.873
C -0.2550 -2.6114 -0.8417 1.615 0.182 -0.468 -0.613
S -0.1058 -1.7353 -2.4619 -0.494 -0.166 0.902 -0.229
H 1.1323 3.8461 1.0604 0.680 -0.073 0.652 0.329
H -0.3637 2.9001 0.1652 0.336 -1.337 -0.355 0.323
H 0.8585 2.1232 -0.9160 -0.801 -0.513 1.083 0.269
H 0.7045 -0.3847 0.9963 -0.226 -0.114 -0.142 0.238
H -0.5308 -2.3645 1.1977 -0.612 0.437 0.075 0.339
H -1.8588 -1.6143 0.1660 0.260 -0.075 0.372 0.412
H -0.9109 -3.4494 -0.9981 -0.317 -0.364 0.123 0.361
H 0.7610 -3.0337 -0.6183 -0.836 0.469 -0.144 0.345
H -1.3371 -1.2401 -2.2437 0.106 0.269 -0.530 0.133

***

Energy relative to the best compared isomer or geometry (same formula, charge and spin)? In order: 179.6; 176.7; 1274.1; 139.3; 853.5; 452.9; 432.3; 424.1; 322.0; 0.0 kJ/mol.